[1]
24
Properties=species:S:1:pos:R:3 method="wB97M-V/def2-TZVPD" energy_ev=-23441.37453 charge=0 homo_lumo_gap_ev="7.49 / 8.71" max_force_ha_per_bohr=0.113
C 1.79 1.96 2.49
C 1.15 3.15 2.23
C 1.35 0.76 1.97
C -0.10 3.22 1.65
C 0.16 0.79 1.34
C -0.56 1.98 1.10
C -0.72 -1.60 0.45
C -0.29 -1.90 -0.87
C -0.94 -2.98 -1.75
C 0.49 -0.81 -1.55
O -1.71 2.05 0.39
S 0.61 -2.68 0.57
H 2.79 1.85 2.98
H 1.64 4.06 2.72
H 1.83 -0.12 2.12
H -0.59 4.08 1.52
H -1.54 -1.41 1.13
H -0.39 -3.83 -2.03
H -1.41 -2.53 -2.55
H -1.83 -3.54 -1.11
H 0.76 0.08 -0.94
H -0.05 -0.19 -2.39
H 1.29 -1.23 -2.12
H -1.82 2.86 -0.02

[2]
24
Properties=species:S:1:pos:R:3 method="wB97M-V/def2-TZVPD" energy_ev=-11251.36000 charge=0 homo_lumo_gap_ev="7.76 / 6.80" max_force_ha_per_bohr=0.036
B -0.98 -0.63 0.88
C -0.87 1.31 -0.65
C -1.97 0.74 -0.06
C -1.97 0.58 1.40
C -2.83 -0.38 -0.62
C 1.74 1.14 -0.35
C -2.02 -1.50 0.00
C 0.34 1.44 0.25
C 1.90 -0.07 0.60
C 0.47 0.11 1.00
C 2.28 -1.41 0.00
H -0.76 1.39 -1.72
H -2.93 0.30 1.81
H -1.52 1.38 1.97
H -3.86 -0.34 -0.25
H -2.86 -0.43 -1.71
H 1.70 0.83 -1.39
H 2.47 1.94 -0.23
H -1.92 -2.45 -0.51
H 0.33 2.35 0.85
H 2.58 0.17 1.42
H 2.01 -2.21 0.68
H 3.35 -1.46 -0.20
H 1.74 -1.57 -0.93

[3]
30
Properties=species:S:1:pos:R:3 method="wB97M-V/def2-TZVPD" energy_ev=-66247.41741 charge=0 homo_lumo_gap_ev=8.81 max_force_ha_per_bohr=0.193
Cl -0.46 -4.90 14.04
C -2.02 -5.77 14.27
C -1.88 -7.24 13.88
Cl -1.50 -7.43 12.11
H -2.73 -5.21 13.66
H -2.39 -5.77 15.29
H -2.81 -7.81 13.94
H -1.06 -7.67 14.45
Cl 1.78 -4.18 13.08
C 1.29 -3.75 14.70
C 0.24 -2.62 14.58
Cl -0.45 -2.21 16.18
H 2.15 -3.39 15.26
H 0.92 -4.57 15.31
H -0.52 -3.05 13.93
H 0.64 -1.72 14.13
C -0.51 -5.30 16.45
C -1.80 -5.00 16.83
C -2.70 -6.00 17.18
C -2.36 -7.33 17.22
C -0.98 -7.66 16.85
C -0.05 -6.64 16.47
N -3.33 -8.33 17.64
O -2.86 -9.41 18.01
O -4.50 -8.09 17.63
H 0.12 -4.45 16.20
H -2.03 -3.95 16.80
H -3.71 -5.69 17.39
H -0.61 -8.67 16.92
H 0.97 -6.92 16.25

[4]
28
Properties=species:S:1:pos:R:3 method="wB97M-V/def2-TZVPD" energy_ev=-39319.56231 charge=+2 homo_lumo_gap_ev="5.34 / 5.31" max_force_ha_per_bohr=0.216
Cl -0.30 0.17 3.09
C -2.26 1.62 -0.45
C -1.63 1.00 -1.59
C -0.20 1.18 -1.47
H -2.14 0.61 -2.47
C 0.04 1.94 -0.25
C -1.23 2.17 0.37
H -1.36 2.77 1.28
H -3.33 1.73 -0.30
H 0.55 0.98 -2.23
C 1.35 2.49 0.19
Hf -0.90 -0.19 0.27
C -2.33 -1.68 -0.71
C -2.85 -1.30 0.63
O -2.68 -2.48 -1.54
O -3.77 -1.67 1.31
H 2.19 1.92 -0.23
H 1.43 2.46 1.28
H 1.47 3.54 -0.13
C 1.50 -2.60 1.46
S 0.92 -1.93 -0.14
C 2.45 -1.23 -0.81
H 0.78 -2.33 2.24
H 2.48 -2.17 1.70
H 1.58 -3.68 1.35
H 3.22 -1.21 -0.03
H 2.76 -1.89 -1.63
H 2.27 -0.22 -1.20

[5]
28
Properties=species:S:1:pos:R:3 method="wB97M-V/def2-TZVPD" s_squared=2.02 energy_ev=-29056.90023 charge=0 homo_lumo_gap_ev="7.51 / 6.26" spin_multiplicity=3 max_force_ha_per_bohr=0.116
C -2.26 -0.01 -3.24
C -1.19 0.36 -2.43
C -1.33 0.84 -1.01
C -0.13 -2.37 1.84
C 0.86 0.97 -1.77
C 0.06 0.93 -0.44
C 0.28 2.01 0.55
C 2.04 -0.55 0.68
C -0.42 -0.89 1.41
C 0.49 -0.50 0.17
N -3.16 -0.28 -3.88
N -0.02 0.54 -2.81
N -2.49 1.03 -0.57
N 0.00 -2.54 3.10
Cl 1.36 2.68 -2.27
H 0.15 -3.17 1.03
H 1.77 0.38 -1.87
H 1.25 2.08 1.00
H -0.34 1.95 1.34
H -0.04 2.97 0.13
H 2.29 0.32 1.23
H 2.54 -0.65 -0.17
H 2.10 -1.50 1.35
H -1.48 -0.92 1.28
H -0.20 -0.09 2.06
H 0.45 -1.40 -0.58
H -2.65 1.34 0.48
H 0.10 -3.52 3.40

[6]
27
Properties=species:S:1:pos:R:3 method="wB97M-V/def2-TZVPD" energy_ev=-38029.10620 charge=0 smiles="C=C[C@]1(C)C(C)=CC=C[C@@H]1S(=O)(=O)Cl" homo_lumo_gap_ev=8.67 max_force_ha_per_bohr=0.085
C 2.48 -0.47 -0.40
C 1.63 0.08 0.42
C 0.24 -0.19 0.49
C -0.04 -1.64 0.03
C -0.53 0.78 -0.40
C 0.14 1.06 -1.69
C -1.77 1.16 -0.16
C -2.40 0.55 1.03
C -1.67 -0.04 2.00
C -0.23 0.09 1.83
S 0.14 1.96 2.07
O 1.16 1.95 3.09
O -1.04 2.77 2.34
Cl 1.09 3.17 0.73
H 3.43 -0.04 -0.55
H 2.12 -1.39 -0.97
H 2.03 0.60 1.26
H -0.43 -1.57 -1.02
H -0.67 -2.15 0.70
H 0.89 -2.13 0.08
H 0.48 0.17 -2.14
H 0.88 1.76 -1.71
H -0.62 1.55 -2.34
H -2.33 1.55 -0.90
H -3.43 0.36 0.99
H -1.96 -0.49 2.99
H 0.42 -0.33 2.66